Entry 1:
{"formula": "C25H33BBr2N4OReS6", "method": "ωB97M-V/def2-TZVPD", "elements": ["Re", "Br", "C", "Br", "H", "H", "C", "C", "S", "C", "C", "S", "C", "C", "S", "H", "H", "H", "H", "H", "H", "H", "H", "H", "H", "H", "H", "C", "N", "C", "C", "N", "B", "N", "C", "C", "N", "C", "C", "S", "C", "S", "H", "H", "H", "H", "H", "H", "H", "H", "H", "H", "H", "H", "C", "C", "O", "S", "C", "C", "C", "C", "C", "C", "C", "C", "H", "H", "H", "H", "H", "H", "H"], "xyz": [[-1.7087, 0.5819, 1.2268], [-0.7550, -1.3577, -3.0505], [1.0586, -1.2495, -3.7004], [2.1084, 0.0880, -2.8015], [1.0170, -1.0126, -4.7547], [1.5252, -2.2087, -3.5230], [-3.9798, -1.8362, 0.2569], [-4.6052, -0.4697, 0.0407], [-4.1111, 0.8197, 1.2212], [-4.6973, 0.2288, 2.8408], [-3.8608, -0.8482, 3.5114], [-2.0584, -0.5287, 3.4172], [-1.4593, -2.2150, 3.1997], [-1.8926, -2.8848, 1.8961], [-2.1555, -1.7678, 0.4703], [-4.1695, -2.4621, -0.6150], [-4.4103, -2.3363, 1.1209], [-5.6929, -0.5486, 0.0530], [-4.3120, -0.0516, -0.9231], [-5.7271, -0.1094, 2.7193], [-4.7268, 1.1335, 3.4494], [-4.0598, -1.8305, 3.0906], [-4.1120, -0.8872, 4.5713], [-1.7862, -2.8128, 4.0511], [-0.3740, -2.1307, 3.2596], [-2.8106, -3.4573, 2.0138], [-1.1249, -3.5892, 1.5783], [-0.0924, 4.6561, 0.3904], [0.6670, 3.8861, 1.3648], [2.0357, 3.9182, 1.4994], [2.3546, 3.0325, 2.4731], [1.1917, 2.4604, 2.9292], [1.0987, 1.3545, 4.0240], [1.6521, 0.0098, 3.4012], [2.4620, -0.8378, 4.1187], [2.7460, -1.9155, 3.3491], [2.0975, -1.7251, 2.1517], [2.2025, -2.6075, 0.9978], [1.4296, -0.5495, 2.2064], [0.5701, 0.0676, 0.8156], [0.1824, 2.9937, 2.2420], [-1.5087, 2.6024, 2.4284], [0.0901, 5.7180, 0.5403], [-1.1500, 4.4478, 0.5248], [0.2097, 4.3662, -0.6144], [2.6480, 4.5776, 0.9097], [3.3104, 2.7738, 2.8937], [-0.0426, 1.2089, 4.3490], [1.8244, 1.6293, 4.9322], [2.7781, -0.5895, 5.1164], [3.3579, -2.7808, 3.5348], [2.3757, -3.6211, 1.3505], [3.0299, -2.3001, 0.3597], [1.2815, -2.5646, 0.4210], [-3.8997, 6.3442, -8.3380], [-3.7633, 5.7250, -6.9837], [-4.4252, 5.9651, -6.0218], [-2.3581, 4.5401, -6.9712], [-2.3230, 3.7767, -5.4050], [-3.4101, 3.6569, -4.5266], [-3.2466, 3.0006, -3.3316], [-2.0089, 2.4280, -2.9693], [-0.9311, 2.5299, -3.8747], [-1.0885, 3.1905, -5.0651], [-1.8611, 1.7973, -1.7354], [-1.7575, 1.2807, -0.6109], [-4.7171, 7.0596, -8.3175], [-4.0939, 5.5699, -9.0810], [-2.9707, 6.8454, -8.6124], [-4.3644, 4.0839, -4.7851], [-4.0795, 2.9103, -2.6470], [0.0173, 2.0758, -3.6113], [-0.2585, 3.2759, -5.7549]], "atomic_forces_ev_per_a": [[0.050, 0.952, -0.083], [0.019, -0.013, -0.005], [0.017, -0.069, 0.026], [-0.024, 0.010, -0.015], [0.015, 0.034, 0.001], [0.000, -0.009, -0.036], [0.014, -0.033, 0.043], [0.002, 0.020, 0.012], [-0.014, -0.067, 0.001], [0.027, -0.002, -0.024], [0.002, 0.015, 0.005], [-0.001, -0.181, 0.091], [0.015, 0.041, 0.021], [0.054, -0.030, -0.099], [-0.125, 0.056, -0.078], [0.005, 0.004, -0.002], [0.006, -0.006, 0.001], [0.000, 0.004, 0.008], [0.004, 0.019, 0.012], [-0.015, 0.017, 0.021], [0.031, 0.013, -0.016], [0.023, -0.002, -0.015], [-0.016, -0.015, -0.004], [0.021, -0.004, 0.014], [-0.022, 0.036, -0.010], [-0.024, 0.016, -0.006], [-0.009, -0.019, 0.005], [-0.032, 0.042, -0.029], [0.011, -0.076, 0.042], [0.091, 0.008, 0.002], [0.000, 0.032, -0.036], [-0.083, 0.132, 0.012], [-0.028, -0.006, -0.043], [-0.093, -0.156, -0.100], [0.058, -0.038, 0.023], [0.037, 0.006, 0.040], [-0.058, 0.068, 0.061], [0.031, -0.019, -0.052], [0.076, 0.070, 0.036], [-0.149, 0.005, -0.018], [0.071, -0.069, -0.011], [-0.121, -0.423, -0.109], [-0.005, -0.008, 0.000], [0.001, -0.002, -0.004], [0.000, 0.002, 0.001], [-0.002, -0.009, 0.006], [-0.003, 0.011, 0.000], [-0.006, 0.026, 0.024], [0.064, 0.019, 0.044], [-0.005, -0.012, -0.004], [-0.010, 0.006, 0.008], [0.000, 0.001, 0.002], [-0.015, 0.004, -0.003], [0.010, -0.005, 0.000], [-0.010, 0.024, -0.066], [0.052, -0.071, 0.265], [0.036, -0.079, -0.060], [-0.035, 0.016, -0.134], [0.020, -0.012, 0.084], [-0.075, 0.032, 0.001], [-0.123, 0.014, 0.017], [0.014, 0.028, 0.069], [0.156, -0.093, -0.037], [0.072, -0.014, 0.005], [-0.077, 0.015, -0.197], [0.130, -0.375, 0.298], [0.002, 0.003, -0.004], [-0.004, 0.004, -0.006], [0.001, 0.001, -0.006], [-0.015, 0.026, 0.013], [-0.024, 0.032, -0.002], [-0.028, 0.059, -0.029], [0.013, -0.002, 0.027]], "mulliken_spin": [1.14, 0.00, 0.00, 0.00, 0.00, 0.00, -0.01, 0.01, 0.00, 0.00, 0.01, 0.01, 0.00, 0.00, 0.00, 0.00, 0.00, 0.00, 0.00, 0.00, 0.00, 0.00, 0.00, 0.00, 0.00, 0.00, 0.00, 0.00, 0.00, 0.01, 0.00, -0.02, 0.02, 0.01, 0.00, 0.01, 0.01, 0.00, 0.00, 0.14, 0.03, 0.05, 0.00, 0.00, 0.00, 0.00, 0.00, 0.00, 0.00, 0.00, 0.00, 0.00, 0.00, 0.00, 0.00, 0.00, -0.01, -0.04, -0.08, 0.02, -0.04, -0.06, -0.03, 0.02, -0.04, -0.17, 0.00, 0.00, 0.00, 0.00, 0.00, 0.00, 0.00], "s2": 0.97, "spin_multiplicity": 2, "e_homo_ev": [-12.73, -12.88], "e_above_lowest_kcal_mol": 3.5, "energy_ha": -8906.55887, "lumo_ha": [-0.2826, -0.2547], "total_charge": 2, "orbital_gap_ha": [0.185, 0.219]}

---

Entry 2:
{"formula": "CHNS", "method": "ωB97M-V/def2-TZVPD", "elements": ["C", "N", "S", "H"], "xyz": [[0.0511, 0.5476, -0.5364], [-0.2070, 0.7743, -1.6219], [0.2832, -0.1646, 1.4678], [-0.1273, -1.1574, 0.6904]], "atomic_forces_ev_per_a": [[0.802, -1.118, 5.434], [-0.219, 0.349, -1.403], [-0.421, 1.836, -4.596], [-0.162, -1.067, 0.565]], "mulliken_charge": [0.16, -0.32, -0.04, 0.20], "e_homo_ev": -11.00, "e_above_lowest_kcal_mol": 0.0, "energy_ha": -491.56098, "lumo_ha": -0.0595, "smiles": "N#CS", "orbital_gap_ha": 0.345}

---

Entry 3:
{"formula": "C4H5FOS", "method": "ωB97M-V/def2-TZVPD", "elements": ["C", "C", "C", "C", "H", "H", "H", "H", "H", "O", "F", "S"], "xyz": [[0.6746, 0.1997, 0.3235], [-0.2920, -1.0018, 0.3415], [-1.4188, 0.3063, -0.6950], [-0.4389, 1.0905, -0.0503], [2.9585, -0.4295, 0.2134], [0.9490, 0.2814, 1.2986], [-1.1969, -0.8984, 1.1748], [0.2342, -2.0813, 0.3248], [-2.2214, 0.7300, -1.4064], [-1.1411, -0.9995, -0.7800], [-0.3814, 2.5369, -0.1380], [2.2743, 0.2657, -0.6068]], "atomic_forces_ev_per_a": [[-1.280, -0.411, -0.844], [0.213, -5.318, 2.023], [0.239, 4.976, -2.474], [-2.147, 1.297, -2.831], [0.894, -1.112, 1.470], [0.857, 0.512, 2.934], [3.387, -0.323, -0.946], [-1.036, 2.508, 0.440], [1.169, -0.810, 1.610], [-0.152, 0.975, 0.043], [-0.202, -3.359, 0.327], [-1.942, 1.065, -1.752]], "mulliken_charge": [-0.06, -0.31, -0.33, 0.15, 0.12, 0.32, 0.30, 0.27, 0.34, -0.32, -0.28, -0.20], "e_homo_ev": -9.08, "e_above_lowest_kcal_mol": 65.3, "energy_ha": -728.58310, "lumo_ha": 0.0197, "orbital_gap_ha": 0.353}